Entry 1:
The following is a DFT calculation (ωB97M-V/def2-TZVPD) of a 2-piece molecular cluster, C3H5IN4 overall.

CARTESIAN COORDINATES (ANGSTROEM)
C: 1.87307 -0.35491 1.55832
C: 1.36510 -1.35036 2.51383
C: -0.72692 0.82379 -1.33879
N: -2.80637 1.50229 -4.06959
N: -2.15151 1.11387 -3.24460
N: -1.34700 0.55155 -2.56781
N: 2.26121 0.32938 0.74361
I: -1.81689 -0.03177 0.41204
H: 0.31628 -1.11499 2.76095
H: 1.40245 -2.36611 2.04189
H: 2.04286 -1.21064 3.48065
H: -0.63577 1.82205 -1.04428
H: 0.22349 0.28585 -1.24622

Summary:
LUMO in eV: -0.096
2S+1: 1
Calculated total energy in hartree: -633.93224
Frontier orbital gap in eV: 9.5

Atomic partial charges in e from the natural (NBO) method, atoms 1 to 8: 0.300 -0.730 -0.274 -0.059 0.271 -0.351 -0.358 -0.041

---

Entry 2:
The following is a DFT calculation (ωB97M-V/def2-TZVPD) of one molecule with the formula C22H27N7OS.

CARTESIAN COORDINATES (ANGSTROEM)
C: 3.84090 3.29765 0.00686
C: 5.06043 2.51410 0.37341
C: 6.02657 3.04774 1.21607
C: 7.15515 2.32993 1.56986
C: 7.34429 1.04848 1.08205
C: 6.40109 0.49159 0.23972
C: 5.27020 1.21882 -0.10703
N: 4.32557 0.62936 -0.96702
C: 3.79424 -0.62568 -0.94198
N: 2.95846 -0.72676 -1.96232
N: 2.99186 0.44210 -2.58694
N: 3.77956 1.24925 -2.02474
S: 4.13886 -1.82179 0.24765
C: 3.01265 -3.17719 -0.31600
C: 3.54690 -4.48863 0.22621
H: 2.95661 -5.30890 -0.17623
H: 3.45384 -4.50161 1.31004
H: 4.58918 -4.62977 -0.05015
H: 3.03939 -3.14456 -1.40632
C: 1.60281 -2.88583 0.22149
O: 1.21864 -3.35825 1.27029
N: 0.90092 -2.07167 -0.59434
C: -0.38268 -1.53993 -0.40537
C: -0.82245 -0.58103 -1.31242
C: -2.07273 -0.01104 -1.18840
C: -2.93672 -0.38743 -0.15513
C: -2.48153 -1.35930 0.74361
C: -1.22978 -1.92418 0.62929
H: -0.90520 -2.66945 1.33583
H: -3.12779 -1.69730 1.53895
N: -4.22671 0.11193 -0.03743
C: -4.81087 0.88861 -1.10596
H: -4.48607 0.48680 -2.06649
C: -6.33401 0.78090 -1.02652
N: -6.80835 1.25436 0.25930
C: -8.25209 1.26880 0.32963
H: -8.55634 1.66750 1.29636
H: -8.64023 1.91896 -0.45315
H: -8.69574 0.26775 0.20691
C: -6.22042 0.44956 1.31316
C: -4.70163 0.57352 1.24980
H: -4.24673 -0.00646 2.05072
H: -4.43518 1.63394 1.39156
H: -6.57756 0.82011 2.27692
H: -6.50482 -0.61431 1.21752
H: -6.77964 1.39717 -1.81104
H: -6.62653 -0.27122 -1.19980
H: -4.52451 1.95041 -1.03925
H: -2.36417 0.74664 -1.89826
H: -0.16961 -0.26832 -2.11579
H: 1.39058 -1.69519 -1.40641
H: 6.54125 -0.50216 -0.15690
H: 8.22270 0.48331 1.35124
H: 7.88779 2.77168 2.22793
H: 5.88502 4.04589 1.60335
H: 3.85641 3.54686 -1.05291
H: 2.93712 2.71831 0.19320
H: 3.79110 4.21599 0.58534

Summary:
LUMO in eV: 0.551
2S+1: 1
Calculated total energy in hartree: -1711.24367
SMILES: Cc1ccccc1-n1nnnc1S[C@@H](C)C(=O)Nc1ccc(N2CCN(C)CC2)cc1
Frontier orbital gap in eV: 7.8

Atomic partial charges in e from the natural (NBO) method, atoms 1 to 8: -0.638 -0.017 -0.192 -0.190 -0.210 -0.224 0.174 -0.235

---

Entry 3:
The following is a DFT calculation (ωB97M-V/def2-TZVPD) of C3H5O3Tb as an isolated structure.

CARTESIAN COORDINATES (ANGSTROEM)
H: 0.04354 3.07853 0.14705
O: -0.16677 0.56260 0.64792
C: 1.08302 0.14678 0.19066
C: -1.06319 -0.56699 0.55282
O: 1.95020 0.99422 -0.02552
O: 0.88825 -0.78896 -0.71742
C: -0.36387 -1.46624 -0.47657
Tb: 1.83768 3.29832 -0.60747
H: -2.06296 -0.24272 0.25297
H: -1.10570 -1.01059 1.55279
H: -0.90041 -1.54023 -1.42704
H: -0.13979 -2.46471 -0.09020

Summary:
LUMO (alpha / beta) in eV: -11.705 / -9.595
Total charge: +2
2S+1: 7
Calculated total energy in hartree: -1166.69439
Frontier orbital gap (alpha / beta) in eV: 7.0 / 9.1

Atomic partial charges in e from the Mulliken method, atoms 1 to 8: -0.088 -0.200 0.939 -0.269 -0.784 -0.237 -0.283 1.764

---

Entry 4:
The following is a DFT calculation (ωB97M-V/def2-TZVPD) of one molecule with the formula C7H10O2S.

CARTESIAN COORDINATES (ANGSTROEM)
C: -0.06168 -1.42809 -0.57574
C: 0.07215 -0.16753 -0.25757
C: 1.14187 1.57766 -2.04990
C: 1.22352 1.22631 -0.79198
C: -1.14414 -2.21708 0.12520
C: -1.89881 -1.33201 1.10774
C: 2.02570 1.68225 0.34972
O: -0.44889 0.67465 2.20957
O: -2.04368 1.28610 0.44936
S: -1.10918 0.32752 0.97490
H: 0.55248 -1.94251 -1.29982
H: 1.74490 2.38486 -2.43701
H: 0.47914 1.09296 -2.74313
H: -1.81628 -2.63141 -0.63144
H: -0.67870 -3.06163 0.64126
H: -2.94525 -1.19812 0.85864
H: -1.79232 -1.64633 2.13973
H: 2.81718 0.96078 0.56175
H: 1.40170 1.76464 1.24143
H: 2.48027 2.64698 0.12728

Summary:
LUMO in eV: 0.748
2S+1: 1
Calculated total energy in hartree: -821.29561
SMILES: C=C(C)C1=CCCS1(=O)=O
Frontier orbital gap in eV: 10.7

Atomic partial charges in e from the natural (NBO) method, atoms 1 to 8: -0.182 -0.302 -0.430 0.121 -0.442 -0.652 -0.691 -0.949

---

Entry 5:
The following is a DFT calculation (ωB97M-V/def2-TZVPD) of one molecule with the formula C6H6.

CARTESIAN COORDINATES (ANGSTROEM)
C: 1.31015 0.83687 -0.13542
C: -0.58148 -2.67992 -2.23001
C: -0.60490 -1.78146 -1.31457
C: -0.38680 -0.80093 -0.49150
C: -0.01527 0.21060 0.24561
C: -0.76667 0.77624 1.42110
H: 2.08323 0.54177 0.58294
H: 1.23206 1.92880 -0.12743
H: 1.62145 0.51302 -1.13165
H: -1.08765 1.79970 1.19169
H: -0.09971 0.83230 2.28941
H: -1.64563 0.18530 1.68907

Summary:
LUMO in eV: -1.155
2S+1: 1
Calculated total energy in hartree: -232.02806
Frontier orbital gap in eV: 7.8

Atomic partial charges in e from the natural (NBO) method, atoms 1 to 8: -0.609 0.167 -0.561 0.379 -0.127 -0.618 0.226 0.223

---

Entry 6:
The following is a DFT calculation (ωB97M-V/def2-TZVPD) of one molecule with the formula C4H9NO2.

CARTESIAN COORDINATES (ANGSTROEM)
C: -2.04900 -0.67739 -0.14115
C: 0.57704 1.13129 -0.81366
C: 1.68905 -0.46851 0.67978
C: -1.01765 -0.10172 0.72645
N: 0.49996 -0.12367 -0.12739
O: -1.62471 -1.19198 -1.25936
O: -3.22625 -0.76502 0.06175
H: 0.58801 1.99263 -0.15699
H: 1.45305 1.24367 -1.44332
H: -0.23116 1.14785 -1.44803
H: 2.42212 -0.95039 0.08125
H: 2.17503 0.40524 1.05774
H: 1.39351 -1.11900 1.49565
H: -0.83616 -0.61566 1.67063
H: -1.15308 1.02153 0.94936
H: -0.65974 -0.92886 -1.33271

Summary:
LUMO in eV: 0.693
2S+1: 1
Calculated total energy in hartree: -363.00029
SMILES: CN(C)CC(=O)O
Frontier orbital gap in eV: 10.2

Atomic partial charges in e from the natural (NBO) method, atoms 1 to 8: 0.729 -0.422 -0.409 -0.328 -0.470 -0.659 -0.570 0.167

---

Entry 7:
The following is a DFT calculation (ωB97M-V/def2-TZVPD) of a 5-piece molecular cluster, C34H32BF4NO7S overall.

CARTESIAN COORDINATES (ANGSTROEM)
C: -4.33587 -0.81591 -2.48432
O: -3.28869 -1.48799 -3.27792
B: -2.85968 -0.53326 -4.18596
O: -3.78422 -0.04357 -5.14605
C: -1.35118 0.06986 -4.28426
O: -1.62627 1.46917 -3.90358
C: -1.77529 1.33481 -2.49936
O: -2.35173 2.14368 -1.85038
O: -1.17549 0.14499 -2.03564
C: -0.32241 -0.20608 -3.16841
C: 0.49042 -1.54842 -3.13730
S: -0.15379 -2.91334 -4.15077
O: 0.95350 -3.82405 -4.41552
O: -1.15287 -3.64622 -3.37868
C: 0.84376 0.86854 -3.00117
C: 1.28664 1.08213 -1.66430
C: 2.34065 2.06444 -1.48108
C: 2.77117 2.65846 -2.71481
C: 2.23573 2.35160 -3.99783
N: 1.26807 1.42367 -4.14099
H: -4.40359 0.27149 -2.71957
H: -5.30592 -1.30211 -2.71187
H: -4.06322 -0.95587 -1.42423
H: -3.92338 -0.79339 -5.75187
H: -0.91731 0.13989 -5.30664
H: 1.49560 -1.30408 -3.55785
H: 0.68873 -1.86119 -2.08394
H: -0.78391 -2.48070 -5.30200
H: 0.87467 0.53808 -0.79573
H: 2.75091 2.32952 -0.49563
H: 3.58574 3.40913 -2.66771
H: 2.63079 2.87021 -4.89245
F: -5.08061 -1.07534 0.50722
C: -4.60940 -2.14337 1.17947
C: -5.26364 -3.35503 1.06453
C: -4.77766 -4.45567 1.75737
C: -3.65255 -4.32773 2.56251
C: -3.00790 -3.10149 2.67077
C: -3.48510 -2.00200 1.97090
H: -6.14434 -3.43201 0.43936
H: -5.27709 -5.41251 1.67042
H: -3.27731 -5.18662 3.10644
H: -2.13296 -3.00190 3.30136
H: -2.99230 -1.04006 2.03650
F: 5.08503 4.42558 0.48131
C: 5.04929 3.67638 1.60030
C: 5.37683 2.33609 1.52596
C: 5.34447 1.56278 2.67876
C: 4.97486 2.13811 3.88874
C: 4.64303 3.48649 3.94707
C: 4.68539 4.26330 2.79711
H: 5.65416 1.90407 0.57206
H: 5.60575 0.51280 2.63331
H: 4.94470 1.53366 4.78718
H: 4.35203 3.93195 4.88633
H: 4.43798 5.31723 2.82482
F: 0.59838 -5.40378 2.89598
C: 0.67072 -5.17293 1.56959
C: -0.49726 -5.06455 0.83810
C: -0.42448 -4.82134 -0.52681
C: 0.81389 -4.70086 -1.14455
C: 1.98043 -4.81742 -0.39666
C: 1.91014 -5.04950 0.97136
H: -1.45186 -5.16952 1.33467
H: -1.33154 -4.72642 -1.10996
H: 0.86960 -4.51599 -2.20809
H: 2.94602 -4.72770 -0.87974
H: 2.80738 -5.13469 1.57180
F: 2.11725 3.90818 4.89483
C: 1.05952 4.50856 4.31632
C: 0.34012 3.82586 3.35350
C: -0.75282 4.44265 2.75949
C: -1.10539 5.73555 3.12788
C: -0.36942 6.41041 4.09375
C: 0.71781 5.79217 4.69709
H: 0.63595 2.82214 3.07459
H: -1.32909 3.91573 2.00905
H: -1.95573 6.21690 2.66047
H: -0.64206 7.41926 4.37752
H: 1.29818 6.29907 5.45784

Summary:
LUMO in eV: -0.103
2S+1: 1
Calculated total energy in hartree: -2718.69827
SMILES: COB(O)[C@H]1OC(=O)O[C@]1(C[SH](=O)=O)c1ccccn1.Fc1ccccc1.Fc1ccccc1.Fc1ccccc1.Fc1ccccc1
Frontier orbital gap in eV: 9.0

Atomic partial charges in e from the Mulliken method, atoms 1 to 8: -0.439 -0.310 0.527 -0.515 -1.144 -0.425 0.377 -0.542

---

> Look up the calculated total energy of the third one.

-1166.69439 hartree

---

> What is the 2S+1 in the seventh record?

1